1.
Density functional theory data (ωB97M-V/def2-TZVPD) for 40 unconnected molecules or ions with the total composition H80O40.

Positions of all 120 atoms, in Å:
O -1.237 4.803 -2.520
O -4.572 -0.932 -0.535
O 1.004 3.366 5.206
O -0.158 -1.146 -5.381
O 3.486 -0.241 2.901
O -2.511 1.831 -1.154
O 4.915 0.415 0.613
O 1.484 1.024 -4.004
O 2.020 -3.936 -0.941
O -2.283 -5.752 1.608
O -1.582 -3.815 3.525
O 3.135 -4.916 -3.179
O 2.580 -1.849 4.789
O 0.007 5.306 2.096
O 4.869 -2.290 -1.038
O -5.163 -0.475 2.235
O -2.171 -2.135 -1.367
O 2.551 -2.855 1.496
O -0.022 -6.435 -0.467
O -1.471 -1.306 5.797
O -1.979 -4.134 -2.931
O -2.028 1.307 5.043
O -4.291 3.489 -2.353
O 0.068 -2.255 -2.927
O -1.724 0.008 -2.984
O -3.185 1.109 1.228
O 4.121 0.394 -3.899
O -0.427 -1.641 0.673
O -1.762 4.540 -0.239
O 2.742 2.676 1.269
O 0.429 1.523 1.898
O 0.492 2.891 -1.187
O 1.802 -0.525 0.660
O 1.031 6.059 -0.799
O 2.983 5.653 1.369
O 0.282 -4.808 -3.265
O -4.117 -2.139 4.155
O -2.419 3.798 3.565
O 2.882 -2.241 -4.043
O 1.277 5.067 -3.623
H -0.371 -4.620 -3.953
H 2.861 -1.989 1.969
H 0.344 -2.161 0.917
H 4.297 1.144 0.525
H 2.120 -4.883 -3.372
H -3.204 1.541 0.401
H -2.105 -1.438 5.082
H 1.770 6.623 -0.698
H 2.521 3.530 1.687
H 4.537 -3.114 -0.720
H 3.196 5.807 0.498
H -1.122 5.627 -2.051
H -3.783 0.355 1.079
H -1.051 -3.181 3.146
H -2.374 -0.429 -3.541
H 0.264 4.464 2.339
H -0.415 3.323 -1.293
H 0.502 -3.174 -2.944
H -2.417 -5.539 2.599
H 1.816 2.894 4.983
H -2.968 -1.766 -0.988
H -0.067 -4.829 -2.366
H 2.920 -3.483 2.033
H -0.676 4.958 -3.249
H -5.281 -0.919 -1.197
H 4.144 -0.414 2.251
H -5.143 -1.238 2.847
H 1.436 0.849 -3.100
H -2.807 -3.861 -3.410
H 2.683 0.196 2.559
H -2.059 3.749 -0.704
H -1.902 1.100 -1.525
H -3.597 2.814 -2.198
H 2.980 -1.483 5.609
H 0.355 6.040 0.033
H 1.507 -3.164 -0.796
H -2.103 1.866 4.234
H 4.794 -0.201 -0.112
H 3.943 -0.494 -3.560
H -1.958 -0.763 6.479
H -2.886 4.096 4.371
H -0.743 -6.918 -0.849
H 1.871 2.465 0.883
H 0.629 -1.811 -3.575
H -0.899 -4.473 3.809
H -1.484 3.594 3.871
H 0.014 0.658 1.996
H -0.575 -1.654 -6.005
H -3.725 4.090 -3.020
H 3.259 -5.167 -2.215
H -4.746 0.268 2.646
H 2.103 6.082 1.429
H 3.289 -1.645 4.145
H -1.228 4.055 0.504
H -3.372 1.662 -1.652
H -1.274 1.269 5.660
H 0.475 -0.481 -5.660
H 4.403 0.274 -4.771
H -3.579 -2.722 3.563
H -0.397 5.321 1.306
H 2.075 -1.775 -4.355
H -0.789 0.004 -3.380
H -3.063 -5.591 1.135
H 1.257 4.183 4.730
H -5.008 -0.990 0.288
H 1.012 3.583 -1.547
H 5.317 -2.495 -1.875
H -0.266 2.125 1.934
H 2.572 -2.948 -3.409
H -3.382 -1.710 4.642
H 2.673 -3.716 -0.136
H -1.704 -3.301 -2.584
H 1.432 5.265 -4.562
H 1.140 0.162 0.648
H 2.096 1.610 -4.344
H -0.935 -2.110 0.000
H 0.905 4.214 -3.571
H -1.735 -1.387 -1.801
H 1.248 -1.261 0.796
H -0.622 -5.997 0.169

Frontier orbital gap (eV): 9.69
LUMO (eV): -0.418
Multiplicity: 1

=====

2.
Density functional theory data (ωB97M-V/def2-TZVPD) for a molecular structure, H8LiO4.

Positions of all 13 atoms, in Å:
O 30.555 44.948 47.822
O 31.296 43.315 44.933
O 33.538 45.118 47.032
O 31.073 46.282 44.453
Li 31.640 44.771 46.136
H 34.286 45.280 46.643
H 31.663 42.337 45.115
H 31.348 46.245 43.626
H 30.609 47.216 44.638
H 29.603 44.927 47.800
H 33.658 45.277 47.987
H 31.377 43.311 43.907
H 30.715 45.481 48.570

Frontier orbital gap (eV): 12.65
Net charge: +1
LUMO (eV): -3.367
Multiplicity: 1

=====

3.
Density functional theory data (ωB97M-V/def2-TZVPD) for a molecular structure, H8MgO12S2.

Positions of all 23 atoms, in Å:
S -5.674 -10.638 16.446
S -7.969 -7.914 14.554
Mg -4.987 -8.743 14.972
O -7.929 -6.458 14.849
O -8.849 -8.135 13.377
O -5.570 -9.167 16.653
O -4.741 -11.342 17.332
O -6.946 -10.082 12.098
O -3.025 -8.701 15.826
O -6.594 -8.353 14.104
O -8.448 -8.645 15.726
O -7.038 -11.110 16.507
O -4.012 -8.752 13.235
O -5.207 -10.660 15.041
O -5.008 -6.734 15.370
H -7.811 -10.408 12.357
H -3.945 -8.070 12.559
H -5.245 -6.164 16.107
H -6.821 -9.292 12.709
H -4.600 -6.152 14.720
H -2.950 -8.473 16.761
H -2.127 -8.861 15.523
H -3.431 -9.464 12.945

Frontier orbital gap (eV): 4.04
Net charge: -2
LUMO (eV): 3.694
Multiplicity: 1

=====

4.
Density functional theory data (ωB97M-V/def2-TZVPD) for 2 unconnected molecules or ions with the total composition H8N2Si2.

Positions of all 12 atoms, in Å:
Si 0.057 1.123 0.244
Si 1.560 -0.506 0.337
N -1.332 0.288 -0.107
N -1.693 -1.027 0.007
H 1.108 -1.873 0.825
H -1.404 -1.222 0.970
H 2.616 0.011 1.163
H 0.633 1.524 -1.085
H -2.514 0.965 -0.547
H -1.080 -1.536 -0.647
H 2.401 -0.716 -0.806
H -0.234 2.175 1.214

Frontier orbital gap (spin up / spin down) (eV): 5.50 / 7.58
LUMO (spin up / spin down) (eV): 0.392 / -2.367
Multiplicity: 3

=====

5.
Density functional theory data (ωB97M-V/def2-TZVPD) for 4 unconnected molecules or ions with the total composition H8O4.

Positions of all 12 atoms, in Å:
O -2.137 1.713 -1.008
O 2.247 -0.757 -0.034
O 0.441 0.165 1.740
O -0.544 -1.098 -0.655
H 1.361 0.130 1.941
H -0.766 -1.218 0.324
H 2.618 -0.242 -0.846
H -1.944 2.174 -1.825
H 1.333 -0.537 -0.298
H -2.152 0.796 -1.182
H -0.041 0.860 2.284
H -0.465 -2.154 -0.740

Frontier orbital gap (spin up / spin down) (eV): 3.15 / 10.55
Net charge: -1
LUMO (spin up / spin down) (eV): 4.157 / 3.967
Multiplicity: 2

=====

6.
Density functional theory data (ωB97M-V/def2-TZVPD) for 4 unconnected molecules or ions with the total composition H8O4.

Positions of all 12 atoms, in Å:
O 0.357 -1.622 0.126
O 0.639 2.107 -1.198
O 0.740 0.933 1.187
O -2.179 -1.399 -0.894
H -0.075 0.897 1.687
H -1.321 -1.470 -0.474
H 1.001 -0.940 0.315
H 1.350 1.404 1.755
H 0.711 1.737 -0.318
H 0.798 -2.440 0.356
H -2.226 -2.159 -1.474
H 0.205 2.951 -1.069

Frontier orbital gap (spin up / spin down) (eV): 3.17 / 10.89
Net charge: -1
LUMO (spin up / spin down) (eV): 3.807 / 3.827
Multiplicity: 2

=====

7.
Density functional theory data (ωB97M-V/def2-TZVPD) for 4 unconnected molecules or ions with the total composition H8O4.

Positions of all 12 atoms, in Å:
O -3.102 -0.342 -0.028
O -0.209 -0.850 -0.605
O 0.503 1.975 -1.712
O 2.173 -0.910 2.532
H 0.696 1.666 -2.606
H 1.421 -0.462 2.937
H 0.241 -0.074 -0.974
H 1.361 2.213 -1.340
H -2.149 -0.516 -0.006
H 2.318 -0.446 1.700
H 0.253 -1.044 0.219
H -3.508 -1.211 -0.118

Frontier orbital gap (eV): 10.86
LUMO (eV): 0.067
Multiplicity: 1

=====

8.
Density functional theory data (ωB97M-V/def2-TZVPD) for 4 unconnected molecules or ions with the total composition H8O4.

Positions of all 12 atoms, in Å:
O -5.432 11.919 30.380
O -2.279 13.257 30.764
O -8.260 12.121 31.632
O -3.712 11.416 28.070
H -5.713 12.661 30.927
H -8.159 12.535 32.497
H -2.910 12.573 30.503
H -1.558 12.777 31.185
H -4.177 11.927 27.401
H -9.113 12.432 31.308
H -6.210 11.350 30.333
H -4.218 11.559 28.884

Frontier orbital gap (eV): 11.16
LUMO (eV): 0.316
Multiplicity: 1

=====

For each record above, in turn, the calculated ΔE to the lowest compared entry with this formula, charge and spin values are 254.9; 30.3; 14.0; 108.0; 27.5; 4.8; 20.5; 17.9 kcal per mole.
For each record above, in turn, the calculated max |F| values are 5.30; 8.67; 3.69; 3.50; 3.66; 1.42; 0.43; 0.20 eV/A.